Density functional theory data (ωB97M-V with the def2-TZVPD basis set) for a molecular structure, C45H58N2O4P2S4Sr.

ORCA input file:
```
! RIJCOSX wB97M-V def2-TZVPD def2/J DEFGRID3
* xyz -2 1
Sr 0.170 -0.153 0.864
C -3.852 1.866 -1.003
N -2.636 1.504 -1.724
C -2.042 2.718 -2.284
C -0.557 2.763 -2.621
N 0.412 2.898 -1.524
C 1.735 2.512 -2.011
C 0.386 4.186 -0.891
C 1.115 5.248 -1.432
C 1.139 6.507 -0.847
C 0.397 6.716 0.310
C -0.336 5.671 0.863
C -0.361 4.373 0.300
S -1.278 3.093 1.062
C -2.787 0.395 -2.634
C -4.007 0.182 -3.284
C -4.234 -0.922 -4.095
C -3.206 -1.833 -4.298
C -1.986 -1.625 -3.674
C -1.747 -0.538 -2.814
S -0.191 -0.451 -2.016
H -4.573 2.436 -1.618
H -3.576 2.486 -0.150
H -4.346 0.961 -0.647
H -2.265 3.523 -1.580
H -2.558 2.956 -3.233
H -0.439 3.632 -3.290
H -0.288 1.861 -3.164
H 2.007 2.989 -2.968
H 1.752 1.435 -2.155
H 2.489 2.784 -1.270
H 1.684 5.082 -2.343
H 1.724 7.307 -1.289
H 0.386 7.694 0.783
H -0.908 5.825 1.774
H -4.814 0.892 -3.150
H -5.212 -1.078 -4.540
H -3.364 -2.717 -4.914
H -1.175 -2.338 -3.806
C -1.813 -2.252 2.982
C -0.692 -1.239 2.846
C 0.626 -1.656 2.631
C 1.693 -0.745 2.642
C 3.139 -1.215 2.708
C 1.412 0.606 2.849
C 0.120 1.035 3.179
C -0.067 2.387 3.815
C -0.931 0.113 3.112
H -2.029 -2.388 4.043
H -1.549 -3.212 2.555
H -2.726 -1.927 2.489
H 0.835 -2.709 2.523
H 3.343 -2.115 2.141
H 3.378 -1.426 3.750
H 3.819 -0.444 2.352
H 2.232 1.315 2.896
H 0.228 2.294 4.868
H -1.091 2.728 3.757
H 0.553 3.143 3.342
H -1.933 0.431 3.376
C 3.449 -1.019 -3.120
C 2.958 -2.470 -3.087
C 4.129 -3.440 -3.196
C 1.970 -2.704 -4.215
O 2.211 -2.754 -1.866
P 2.627 -2.293 -0.399
O 4.082 -2.500 -0.199
O 2.048 -0.923 -0.031
O 1.729 -3.333 0.440
C 1.890 -4.782 0.596
C 0.770 -5.206 1.530
C 1.716 -5.485 -0.748
C 3.241 -5.124 1.216
H 3.938 -0.818 -4.077
H 4.165 -0.832 -2.311
H 2.596 -0.347 -3.001
H 4.691 -3.239 -4.115
H 3.763 -4.473 -3.232
H 4.789 -3.326 -2.332
H 2.445 -2.487 -5.179
H 1.102 -2.061 -4.068
H 1.639 -3.752 -4.211
H -0.195 -4.864 1.141
H 0.922 -4.803 2.536
H 0.748 -6.296 1.608
H 0.795 -5.134 -1.227
H 1.654 -6.564 -0.585
H 2.553 -5.269 -1.418
H 3.323 -4.678 2.214
H 4.060 -4.737 0.606
H 3.328 -6.211 1.311
S -5.527 -4.344 -0.336
P -3.598 -4.663 -0.654
S -2.226 -3.303 -0.218
C -3.333 -5.190 -2.402
C -4.342 -5.857 -3.098
C -4.135 -6.272 -4.413
C -2.915 -6.033 -5.039
C -1.905 -5.370 -4.349
C -2.118 -4.942 -3.039
C -3.090 -6.202 0.255
C -3.729 -6.549 1.443
C -3.278 -7.624 2.209
C -2.185 -8.375 1.790
C -1.546 -8.044 0.600
C -1.991 -6.960 -0.156
H -5.293 -6.025 -2.602
H -4.930 -6.779 -4.952
H -2.757 -6.348 -6.066
H -0.954 -5.170 -4.832
H -1.354 -4.384 -2.503
H -4.592 -5.968 1.748
H -3.785 -7.879 3.135
H -1.831 -9.213 2.386
H -0.694 -8.625 0.260
H -1.474 -6.699 -1.073
*
```

Properties
- DFT total energy (eV) = -121539.791
- energy above the lowest of the compared OMol25 structures with the same formula, charge and spin (eV) = 4.896


Density functional theory data (ωB97M-V with the def2-TZVPD basis set) for 2 unconnected molecules or ions with the total composition C45H59N2.

ORCA input file:
```
! RIJCOSX wB97M-V def2-TZVPD def2/J DEFGRID3
* xyz 1 1
C -2.111 -2.203 -1.182
C -3.356 -1.694 -0.486
C -4.566 -2.256 -1.240
C -3.386 -2.249 0.940
C -3.395 -0.137 -0.506
C -4.232 0.465 -1.462
C -4.929 1.614 -1.116
C -4.654 2.201 0.116
C -3.498 1.902 0.838
C -3.209 2.916 2.002
C -1.732 3.187 2.199
C -3.882 2.436 3.289
C -3.810 4.300 1.702
C -2.788 0.706 0.472
N -1.513 0.344 1.066
C -1.385 -0.016 2.480
C 0.095 0.035 2.743
N 0.695 0.088 1.407
C 2.132 -0.078 1.285
C 2.688 -1.388 1.357
C 1.933 -2.753 1.400
C 2.665 -3.810 0.548
C 0.524 -2.717 0.850
C 1.916 -3.240 2.853
C 4.075 -1.535 1.449
C 4.930 -0.467 1.237
C 4.391 0.806 1.160
C 3.020 1.035 1.281
C 2.669 2.531 1.540
C 3.587 3.488 0.759
C 2.865 2.784 3.041
C 1.275 2.915 1.121
C -0.278 0.257 0.439
C -0.070 0.330 -0.947
C 1.207 0.789 -1.496
C 2.344 -0.027 -1.442
C 3.558 0.376 -1.989
C 3.655 1.612 -2.635
C 2.516 2.419 -2.753
C 1.293 2.003 -2.218
H -1.236 -1.666 -0.794
H -1.970 -3.286 -1.018
H -2.149 -2.016 -2.259
H -5.501 -1.884 -0.811
H -4.536 -1.991 -2.299
H -4.571 -3.349 -1.173
H -4.171 -1.778 1.541
H -3.585 -3.331 0.914
H -2.428 -2.105 1.445
H -4.445 -0.004 -2.423
H -5.725 2.014 -1.745
H -5.347 2.956 0.487
H -1.278 3.501 1.253
H -1.598 4.008 2.917
H -1.195 2.330 2.603
H -4.971 2.425 3.159
H -3.584 1.429 3.595
H -3.643 3.130 4.105
H -4.901 4.309 1.776
H -3.443 5.022 2.442
H -3.514 4.661 0.712
H -1.968 0.671 3.099
H -1.783 -1.021 2.686
H 0.393 0.935 3.306
H 0.469 -0.831 3.305
H 3.636 -4.095 0.967
H 2.052 -4.721 0.494
H 2.817 -3.454 -0.480
H -0.130 -2.064 1.429
H 0.525 -2.398 -0.196
H 0.088 -3.727 0.880
H 1.403 -2.527 3.509
H 1.393 -4.204 2.921
H 2.939 -3.369 3.229
H 4.512 -2.513 1.669
H 6.006 -0.618 1.179
H 5.084 1.640 1.044
H 3.636 3.199 -0.299
H 3.175 4.506 0.807
H 4.598 3.528 1.180
H 2.238 2.114 3.645
H 3.911 2.605 3.320
H 2.609 3.821 3.296
H 0.540 2.300 1.620
H 1.076 3.960 1.393
H 1.135 2.798 0.043
H -0.978 0.543 -1.510
H 2.237 -1.024 -1.001
H 4.434 -0.272 -1.902
H 4.609 1.926 -3.058
H 2.567 3.374 -3.278
H 0.385 2.604 -2.327
C 0.347 -1.659 -3.322
C 1.605 -2.238 -3.445
C 2.203 -2.780 -4.589
C 1.590 -3.214 -5.754
C 0.227 -3.236 -6.039
C -0.796 -2.602 -5.342
C -0.711 -1.779 -4.220
H 0.147 -1.073 -2.437
H 2.259 -2.231 -2.564
H 3.287 -2.907 -4.545
H 2.253 -3.628 -6.519
H -0.060 -3.781 -6.943
H -1.801 -2.721 -5.762
H -1.610 -1.181 -4.012
*
```

Properties
- DFT total energy (eV) = -50593.653